Entry 1:
# C2H5OP

A cluster of 2 separate species, C2H5OP in total at a distorted geometry (ωB97M-V with the def2-TZVPD basis set, the Open Molecules 2025 dataset).

As for the structure (SMILES): C1=PC1.O. The HOMO energy is -0.321 Ha. Its calculated total energy is -13488.077 eV. The calculation puts the energy above the lowest of the compared OMol25 structures with the same formula, charge and spin at 2.799 eV. The value obtained for the HOMO-LUMO gap is 8.825 eV. Its multiplicity is 1.

Each atom is followed by the atoms it is bonded to, with distances in Å.
Positions of all 9 atoms, in Å:
1 C 0.67 0.07 0.87  P2 1.657, C3 1.490, H4 1.022
2 P 1.03 0.71 -0.61  C1 1.657, C3 1.828
3 C 0.62 -1.01 -0.15  C1 1.490, P2 1.828, H5 1.088, H6 1.056
4 H 1.00 0.06 1.84  C1 1.022
5 H 1.42 -1.75 -0.24  C3 1.088
6 H -0.33 -1.49 -0.13  C3 1.056
7 O -1.52 1.10 -0.96  H8 0.971, H9 1.024
8 H -1.61 1.88 -0.40  O7 0.971
9 H -1.28 0.42 -0.22  O7 1.024


Entry 2:
# C5H14

A cluster of 2 separate species, C5H14 in total at a distorted geometry (ωB97M-V with the def2-TZVPD basis set, the Open Molecules 2025 dataset).

As for the structure (SMILES): CCC.CC. The HOMO energy is -0.405 Ha. Its calculated total energy is -5411.593 eV. The calculation puts the energy above the lowest of the compared OMol25 structures with the same formula, charge and spin at 0.457 eV. The value obtained for the HOMO-LUMO gap is 12.172 eV. Its multiplicity is 1.

Each atom is followed by the atoms it is bonded to, with distances in Å.
Positions of all 19 atoms, in Å:
1 C 0.44 -0.65 1.25  C2 1.526, H4 1.090, H5 1.088, H6 1.095
2 C 1.63 -0.87 0.32  C1 1.526, C3 1.534, H7 1.097, H8 1.091
3 C 2.24 -2.27 0.44  C2 1.534, H9 1.088, H10 1.088, H11 1.089
4 H 0.18 -1.59 1.75  C1 1.090
5 H -0.45 -0.29 0.73  C1 1.088
6 H 0.55 0.11 2.03  C1 1.095
7 H 1.29 -0.83 -0.72  C2 1.097
8 H 2.39 -0.08 0.33  C2 1.091
9 H 2.70 -2.45 1.41  C3 1.088
10 H 1.44 -3.01 0.33  C3 1.088
11 H 3.05 -2.38 -0.28  C3 1.089
12 C -1.86 1.09 -0.96  C13 1.554, H14 1.090, H15 1.093, H16 1.091
13 C -2.26 2.59 -1.00  C12 1.554, H17 1.092, H18 1.088, H19 1.089
14 H -1.89 0.64 -1.95  C12 1.090
15 H -0.81 1.10 -0.65  C12 1.093
16 H -2.44 0.53 -0.22  C12 1.091
17 H -2.98 2.68 -1.82  C13 1.092
18 H -1.39 3.22 -1.15  C13 1.088
19 H -2.71 2.95 -0.08  C13 1.089